(one)
This record from the Open Molecules 2025 dataset describes an isolated molecule of C16H19N3O3. The level of theory is ωB97M-V with the def2-TZVPD basis set.

HOMO level   -8.2 eV
SMILES   CC[C@@H](CCC(=O)Nc1ccn(-c2ccccc2)n1)C(=O)O
Charge   0
HOMO-LUMO gap   8.931 eV
Spin multiplicity   1

Atoms and positions in Å:
O: -1.5987 -0.2627 -2.2660
O: -2.0271 -5.1278 -2.0388
O: -4.0785 -4.4734 -1.4691
N: 1.1650 1.8996 -0.0267
N: 1.1544 3.2075 -0.3283
N: 0.0287 -0.0233 -0.7040
C: -2.7654 -4.6028 -1.2494
C: -0.7281 -4.2208 2.0190
C: -0.8811 -2.2248 -1.0799
C: 0.2320 3.4759 -1.2869
C: 2.8926 6.2834 0.7338
C: 2.9422 3.5628 1.2324
C: -1.1743 -4.7593 0.6658
C: 0.2469 1.3395 -0.7954
C: -2.0846 -2.4918 -0.1694
C: 2.0280 4.0828 0.3182
C: 2.0064 5.4529 0.0726
C: 3.8213 4.4023 1.8871
C: -2.3583 -3.9887 0.0732
C: -0.3804 2.2967 -1.6198
C: 3.8017 5.7655 1.6405
C: -0.8636 -0.7492 -1.4378
H: -0.3456 -4.7442 -0.0422
H: 1.3046 5.8782 -0.6269
H: 0.0476 -2.5176 -0.5912
H: 2.8701 7.3450 0.5376
H: -1.1533 2.1177 -2.3351
H: -4.3157 -4.8259 -2.3417
H: 4.4899 6.4210 2.1520
H: 0.0392 -4.8656 2.4401
H: 2.9423 2.4998 1.4100
H: 0.0692 4.4605 -1.6721
H: -0.3155 -3.2191 1.9332
H: -1.4770 -5.8025 0.7817
H: 0.6196 -0.4855 -0.0280
H: -0.9897 -2.7976 -2.0018
H: -2.9719 -2.0520 -0.6308
H: -1.9344 -1.9995 0.7931
H: -3.2191 -4.0584 0.7455
H: 4.5267 3.9904 2.5932
H: -1.5658 -4.1893 2.7124

Löwdin population analysis, charges in e, atoms 1 to 4:
1. O 0.08
2. O 0.12
3. O 0.12
4. N 0.14

(two)
This record from the Open Molecules 2025 dataset describes an isolated molecule of C16H19N3O3. The level of theory is ωB97M-V with the def2-TZVPD basis set.

HOMO level   -8.6 eV
SMILES   Cc1cccn2c(=O)c(C(=O)NC3CCCCC3)c(O)nc12
Charge   0
HOMO-LUMO gap   8.509 eV
Spin multiplicity   1

Atoms and positions in Å:
O: 2.6159 -1.7701 -1.3347
O: 1.6765 0.5345 -1.6352
O: -1.0748 -0.5156 1.3600
N: -0.0860 -2.5615 1.5355
N: 1.7304 -3.1774 0.1681
N: -0.0851 1.2280 -0.4077
C: -1.2617 2.5357 -2.1183
C: 0.9094 -4.7483 1.7243
C: -0.7920 4.9988 -2.0559
C: -0.1795 2.5330 -1.0227
C: -0.1875 -1.2565 0.9470
C: -0.3942 4.9940 -0.5747
C: -0.9338 -4.0922 3.1291
C: 0.8652 -3.4577 1.1093
C: 0.8202 0.3149 -0.7615
C: -0.4983 3.5892 0.0313
C: -0.9636 -2.8792 2.5267
C: 1.9412 -5.7039 1.2328
C: 1.7109 -1.9742 -0.4132
C: 0.0209 -5.0451 2.7164
C: 0.7712 -0.9838 -0.0579
C: -1.8508 3.9353 -2.3241
H: 0.1890 3.4923 0.8732
H: 1.9043 -6.6372 1.7870
H: -1.6607 -2.0926 2.7752
H: -1.1678 5.9848 -2.3340
H: -0.8216 2.1701 -3.0470
H: 0.0436 -6.0138 3.1923
H: -2.2284 4.0271 -3.3436
H: -1.5078 3.4098 0.4066
H: -2.0545 1.8405 -1.8329
H: -0.7711 0.9635 0.2944
H: 2.4695 -0.8203 -1.6753
H: -2.6921 4.0947 -1.6473
H: 0.8004 2.7367 -1.4665
H: -1.6346 -4.3234 3.9137
H: 2.9284 -5.2569 1.3246
H: 0.0796 4.7914 -2.6789
H: 1.7843 -5.8988 0.1741
H: -1.0423 5.6701 -0.0141
H: 0.6275 5.3640 -0.4762

Löwdin population analysis, charges in e, atoms 1 to 4:
1. O 0.13
2. O 0.04
3. O 0.04
4. N 0.11

Which of them is most stable? Easy: (two).

(one)
This record from the Open Molecules 2025 dataset describes a structure of composition C41H42As2Br2N3OSSr. The level of theory is ωB97M-V with the def2-TZVPD basis set.

HOMO level   -9.9 eV
Charge   +1
HOMO-LUMO gap   7.437 eV
Spin multiplicity   1

Atoms and positions in Å:
Sr: -0.1807 0.6314 -0.6680
Br: -3.0535 7.2469 -0.4275
Br: 2.0904 5.1796 -1.1834
As: 2.7510 -0.3434 -0.0463
As: 0.8929 -4.3217 0.3865
S: -1.8133 -2.0151 -0.9521
O: 0.7274 2.5380 -0.4940
N: -4.3813 -2.5167 -1.2024
N: -1.9297 2.0769 0.1892
N: -3.1114 -4.0077 0.1071
C: 2.7082 -4.9630 0.6104
C: 5.4067 -1.3790 -0.5583
C: -1.5004 3.3623 -0.1403
C: -0.5851 5.9346 -0.7318
C: 2.5431 -1.8588 1.1831
C: 4.9327 3.0822 2.3864
C: -3.7332 4.2003 0.2133
C: -3.2316 -2.9190 -0.6533
C: -4.1194 2.9454 0.5486
C: 6.4401 -1.8394 -1.3574
C: 0.2961 4.8407 -0.7446
C: 1.1644 -2.5185 1.1382
C: -5.7642 -2.9152 -0.9663
C: 1.0626 -2.8140 -3.5922
C: 5.0199 -5.1049 -0.0429
C: -3.1792 1.8950 0.5460
C: 2.9863 -5.7388 1.7300
C: 1.1896 -2.8839 -2.2147
C: 3.6335 1.0159 1.0393
C: 0.6246 -3.9171 -4.3100
C: 4.0978 -0.9223 -2.5232
C: -4.6393 -5.2812 1.5895
C: -2.3896 4.4569 -0.1268
C: 5.1360 -1.3802 -3.3251
C: -3.6324 0.5329 0.9846
C: -0.1030 3.5534 -0.4663
C: -1.9022 5.7527 -0.4326
C: 4.0014 2.1786 0.3645
C: 6.3038 -1.8438 -2.7402
C: 4.2254 -0.9282 -1.1415
C: -6.3624 -3.6754 -2.1344
C: 4.2773 -6.1892 1.9678
C: 4.6519 3.2011 1.0339
C: -3.9679 -5.1833 0.2332
C: 3.7312 -4.6529 -0.2780
C: 3.9088 0.9056 2.3984
C: 0.4412 -5.1566 -2.2630
C: 5.2940 -5.8719 1.0799
C: 4.5557 1.9382 3.0679
C: 0.8762 -4.0513 -1.5333
C: 0.3199 -5.0942 -3.6440
H: 0.3690 -1.9081 0.6804
H: 7.3553 -2.1889 -0.9009
H: 7.1135 -2.1999 -3.3616
H: 3.5314 -4.0502 -1.1602
H: 0.8265 -2.6894 2.1705
H: 4.9308 4.0989 0.5009
H: 5.8092 -4.8555 -0.7378
H: 0.1900 -6.0798 -1.7494
H: 4.7643 1.8403 4.1236
H: 1.5467 -2.0131 -1.6722
H: 2.7120 -1.4815 2.1883
H: -0.0136 -5.9630 -4.1951
H: -5.8431 -4.6143 -2.3175
H: 5.5274 -1.3696 0.5216
H: -4.4127 0.6348 1.7358
H: -6.3255 -1.9934 -0.7888
H: -6.3064 -3.0839 -3.0470
H: -2.1627 -4.1196 0.4537
H: -7.4103 -3.8938 -1.9431
H: 6.2988 -6.2271 1.2616
H: -4.2411 -1.7443 -1.8399
H: 5.0300 -1.3726 -4.4003
H: 3.3600 -2.5621 0.9835
H: -0.2064 6.9187 -0.9612
H: -5.8169 -3.4784 -0.0366
H: 4.4859 -6.7909 2.8399
H: 3.7657 2.3024 -0.6888
H: -5.2920 -4.4314 1.7866
H: -5.1385 2.7395 0.8385
H: -2.8152 -0.0570 1.4069
H: -5.2331 -6.1901 1.6475
H: 1.3137 -1.9002 -4.1211
H: -4.0391 -0.0364 0.1433
H: 5.4387 3.8821 2.9079
H: 0.5274 -3.8618 -5.3856
H: -4.6827 -5.1945 -0.5881
H: -3.3187 -6.0485 0.0744
H: 3.6325 0.0299 2.9666
H: 2.1949 -6.0009 2.4250
H: 3.1883 -0.5534 -2.9904
H: -3.8957 -5.3151 2.3838
H: -4.4387 5.0187 0.2212

Löwdin population analysis, charges in e, atoms 1 to 4:
1. Sr 1.35
2. Br 0.81
3. Br 0.83
4. As 1.26

(two)
This record from the Open Molecules 2025 dataset describes a structure of composition C41H42As2Br2N3OSSr. The level of theory is ωB97M-V with the def2-TZVPD basis set.

HOMO level   -9.7 eV
Charge   +1
HOMO-LUMO gap   6.997 eV
Spin multiplicity   1

Atoms and positions in Å:
Sr: 0.6986 -0.2402 1.5067
Br: 5.7278 -1.4532 1.0974
Br: 5.9623 0.3186 6.4210
As: -0.1727 0.1293 -1.4399
As: 3.9501 -0.5354 -1.6831
S: -1.5857 1.9153 1.6381
O: 2.7697 -0.6167 1.3842
N: 1.4325 0.0089 3.6694
N: -3.9919 0.9359 1.8472
N: -3.3439 2.6693 3.3542
C: 0.7612 0.3097 4.7545
C: -1.6071 2.7167 -1.8339
C: 3.5105 -0.6913 -3.5993
C: 3.8507 0.1664 -5.8289
C: 2.7711 -0.1145 3.7034
C: -5.4001 0.7005 2.1092
C: -4.4781 2.9509 4.2146
C: -0.6688 -2.3315 -3.0862
C: -1.0209 -2.2421 -5.4660
C: -0.9122 -2.9710 -4.2944
C: 5.5307 -0.5082 3.7494
C: 2.5145 -4.9059 -0.5090
C: 1.3810 1.1256 -2.1163
C: 1.5882 -3.8852 -0.3908
C: -5.2759 4.1628 3.7426
C: 2.3951 -1.7076 -5.4787
C: 3.2168 -2.2907 -1.1888
C: 2.9861 -0.7923 -6.3331
C: -5.6279 -0.4177 3.1250
C: 1.4078 0.5360 5.9817
C: -2.9328 0.7240 -1.8949
C: 4.1412 -3.3287 -1.2971
C: 3.4241 -0.5032 2.4866
C: 3.5044 0.1005 4.9062
C: -3.1308 1.8271 2.3401
C: -1.6836 1.3338 -1.7784
C: 4.9020 -0.0625 4.8828
C: 1.9357 -2.5949 -0.7646
C: 2.6669 0.9796 -1.3158
C: -3.9839 2.8638 -2.1295
C: 4.7955 -0.7497 2.5948
C: -0.8738 -0.8638 -5.4413
C: 4.1158 0.2084 -4.4725
C: 2.6518 -1.6512 -4.1192
C: -2.7493 3.4776 -2.0169
C: -4.0753 1.4817 -2.0758
C: -0.5226 -0.9517 -3.0552
C: -0.6319 -0.2248 -4.2408
C: 2.7688 0.4413 6.0551
C: 3.7914 -4.6257 -0.9737
C: -0.7229 0.4264 4.6508
H: -1.0125 -4.0458 -4.3241
H: 0.5816 -4.0939 -0.0341
H: 2.4669 1.0301 -0.2341
H: -0.6514 3.2156 -1.7148
H: -6.0252 4.4160 4.4865
H: 2.1908 -2.3787 -3.4597
H: 1.0826 2.1840 -2.1098
H: 3.2773 0.6099 6.9932
H: -5.8560 0.4179 1.1579
H: -2.9907 -0.3648 -1.8484
H: -0.9763 1.3307 4.0980
H: -5.3173 -1.3780 2.7202
H: 4.8113 0.9400 -4.0734
H: 2.7884 -0.8289 -7.3934
H: 1.1918 -1.8057 -0.7209
H: 6.5972 -0.6712 3.7400
H: -1.1517 -0.4247 4.1195
H: -5.0719 -0.2403 4.0435
H: 5.1517 -3.1009 -1.6242
H: -5.7732 3.9713 2.7956
H: -5.0375 1.0012 -2.1729
H: -0.9408 -0.2897 -6.3538
H: -5.8737 1.6221 2.4410
H: -3.5818 0.3578 1.1256
H: -0.5824 -2.9129 -2.1720
H: 4.5118 -5.4233 -1.0804
H: -1.1754 0.4866 5.6370
H: 0.8247 0.7722 6.8565
H: -2.5712 3.3100 3.4801
H: 1.7338 -2.4695 -5.8690
H: -4.6200 5.0191 3.6129
H: 2.2380 -5.9145 -0.2434
H: -2.6764 4.5542 -2.0611
H: -4.8781 3.4534 -2.2589
H: -5.1135 2.0716 4.2983
H: 1.5518 0.8176 -3.1581
H: -0.5329 0.8579 -4.2141
H: 4.3225 0.8716 -6.4975
H: -1.2306 -2.7483 -6.3963
H: 3.3093 1.8435 -1.5548
H: -6.6857 -0.4768 3.3665
H: -4.0658 3.1634 5.2055

Löwdin population analysis, charges in e, atoms 1 to 4:
1. Sr 1.36
2. Br 0.83
3. Br 0.78
4. As 1.24

Which of them is most stable? Easy: (one).

(one)
This record from the Open Molecules 2025 dataset describes an isolated molecule of C3H3BrCl2. The level of theory is ωB97M-V with the def2-TZVPD basis set.

HOMO level (spin up / spin down)   -8.2 / -8.4 eV
Charge   0
HOMO-LUMO gap (spin up / spin down)   8.032 / 8.137 eV
Spin multiplicity   1

Atoms and positions in Å:
Br: 2.5927 -0.7946 -0.9278
Cl: 2.4141 1.2238 1.3564
Cl: 0.1748 -0.3934 2.4354
C: 0.1616 0.6236 -0.0887
C: -0.0635 -0.6155 0.7399
C: 1.6697 0.6210 -0.0019
H: -0.3600 1.5023 0.1738
H: 0.4003 -1.6246 0.4590
H: -0.1325 0.5060 -1.2302

Löwdin population analysis, charges in e, atoms 1 to 4:
1. Br 0.66
2. Cl 0.64
3. Cl 0.57
4. C -0.40

(two)
This record from the Open Molecules 2025 dataset describes a cluster of 2 separate species, C3H3BrCl2 in total. The level of theory is ωB97M-V with the def2-TZVPD basis set.

HOMO level (spin up / spin down)   -8.9 / -8.9 eV
Charge   0
HOMO-LUMO gap (spin up / spin down)   7.347 / 7.368 eV
Spin multiplicity   1

Atoms and positions in Å:
Br: 0.7963 -1.0349 2.1459
Cl: 3.1205 0.9712 0.5219
Cl: 1.2776 1.0970 -1.7164
C: 1.5719 0.4798 -0.1417
C: 0.7430 -0.3352 0.4535
C: -1.8281 -0.2943 -0.2992
H: -1.6154 -0.5869 -1.3063
H: -2.0947 -1.0385 0.4220
H: -1.9711 0.7419 -0.0797

Löwdin population analysis, charges in e, atoms 1 to 4:
1. Br 0.69
2. Cl 0.57
3. Cl 0.60
4. C -1.30

(three)
This record from the Open Molecules 2025 dataset describes a structure of composition C3H3BrCl2. The level of theory is ωB97M-V with the def2-TZVPD basis set.

HOMO level   -9.3 eV
Charge   0
HOMO-LUMO gap   8.364 eV
Spin multiplicity   1

Atoms and positions in Å:
Br: 2.9317 -0.2458 0.7049
Cl: -0.6275 1.9254 1.0939
Cl: 2.2036 2.2187 -0.6272
C: -0.5147 0.1911 -1.0665
C: 2.3684 0.6508 -0.9107
C: -0.4110 0.3738 0.2342
H: -0.3106 -0.7370 -1.5108
H: 0.0394 -0.3529 0.9555
H: -0.8739 1.0207 -1.7181

Löwdin population analysis, charges in e, atoms 1 to 4:
1. Br 0.52
2. Cl 0.52
3. Cl 0.59
4. C -0.10

Which of them is most stable? Easy: (one).